Record 1
C18H34CaF8N4O31S8 | ωB97M-V with the def2-TZVPD basis set

```
104
Properties=species:S:1:pos:R:3:forces:R:3
Ca -21.511 6.661 -0.810 1.3 1.0 0.0
N -22.142 10.070 -3.030 -3.7 2.3 1.7
S -21.535 10.834 -4.214 6.8 -0.8 -6.0
O -20.757 12.055 -3.931 -2.7 -1.9 -0.9
O -22.184 10.542 -5.501 0.4 1.7 2.1
F -20.279 9.796 -4.379 -0.1 -0.2 0.3
S -23.265 11.403 -2.773 -0.7 1.4 5.0
O -24.307 11.709 -3.712 1.0 -1.0 0.1
O -22.686 12.488 -2.002 -0.3 -1.2 -1.8
F -23.981 10.665 -1.550 -0.8 -1.1 -0.2
N -10.128 3.480 -6.478 -3.5 -1.9 -5.9
S -11.657 3.028 -7.185 -0.2 -1.4 -4.1
O -12.513 4.066 -7.764 1.5 -1.4 1.7
O -12.217 1.823 -6.587 0.3 2.0 -0.1
F -11.070 2.391 -8.568 0.4 0.4 0.6
S -10.766 3.690 -5.148 2.3 2.0 10.7
O -10.530 2.645 -4.114 -1.7 1.2 -2.6
O -11.846 4.648 -4.948 -0.1 -1.9 -1.1
F -9.557 4.635 -4.701 1.1 1.0 0.6
N -17.989 4.965 0.279 -3.6 -1.3 5.7
S -17.642 4.077 1.736 0.2 -3.6 2.8
O -16.525 4.559 2.576 -3.2 -1.0 -2.0
O -17.788 2.590 1.573 0.2 4.2 0.2
F -18.961 4.471 2.504 -0.5 0.5 0.1
S -16.600 4.753 -0.198 8.7 2.0 -8.9
O -16.313 3.523 -0.897 -0.8 0.0 1.4
O -15.452 5.426 0.358 -1.4 -0.7 0.8
F -16.815 5.742 -1.490 -0.6 0.0 -0.1
N -18.979 12.304 1.850 -1.1 -3.7 2.5
S -19.239 10.918 2.799 -5.8 1.4 1.9
O -18.485 10.790 4.036 -0.2 -0.6 -2.4
O -19.926 9.794 2.126 2.3 1.0 0.7
F -20.647 11.579 3.413 0.9 -0.2 -0.2
S -17.571 11.882 1.377 5.3 1.1 -3.0
O -17.431 10.610 0.653 -0.4 1.3 1.9
O -16.473 12.360 2.216 -1.4 -1.3 -0.7
F -17.533 12.915 0.202 0.1 0.6 -0.8
C -18.869 -2.009 7.791 0.3 -1.1 1.8
C -17.910 -3.092 8.441 0.1 1.0 -0.5
C -17.063 -2.621 9.639 -0.7 1.1 -1.1
O -17.480 -3.472 10.664 1.3 0.1 2.2
C -18.446 -4.310 10.300 -0.7 -2.2 3.7
O -18.992 -5.121 11.063 1.5 2.3 -2.3
O -18.664 -4.140 9.054 -1.9 -0.5 -3.6
H -19.690 -2.465 7.237 0.5 -0.1 -0.5
H -18.355 -1.189 7.290 0.1 -0.4 -0.3
H -19.376 -1.573 8.651 -0.1 0.3 0.1
H -17.196 -3.531 7.745 -0.6 -0.2 -0.4
H -17.300 -1.594 9.915 0.0 0.1 0.1
H -16.006 -2.651 9.375 0.1 -0.5 0.6
C -16.653 -3.178 0.977 -1.2 -0.2 -0.7
O -15.387 -2.627 0.685 0.4 -0.4 0.9
C -14.919 -2.267 -0.517 0.5 2.0 -0.1
O -13.813 -1.760 -0.589 -2.1 -1.4 -0.7
O -15.885 -2.365 -1.496 0.8 -0.3 2.3
C -15.597 -1.885 -2.765 0.4 -0.9 -2.5
H -17.457 -2.445 0.919 0.1 0.3 -0.7
H -16.794 -3.516 2.004 1.2 0.0 0.2
H -16.868 -4.032 0.334 -0.1 0.1 -0.1
H -15.720 -0.821 -2.970 0.2 0.0 0.7
H -16.251 -2.439 -3.438 -0.7 0.3 0.1
H -14.664 -2.273 -3.174 0.6 0.6 0.6
C -12.023 11.006 -3.098 -0.5 -2.1 -0.8
O -12.675 12.147 -3.637 0.2 0.6 0.0
C -13.424 12.127 -4.733 -2.6 3.0 -2.2
O -13.957 13.188 -5.174 2.0 -3.7 1.4
O -13.608 10.905 -5.276 0.6 -0.3 0.5
C -14.337 10.609 -6.479 -0.4 0.4 -0.8
H -11.749 10.316 -3.896 0.4 0.3 -0.2
H -12.725 10.373 -2.556 -0.2 0.5 0.5
H -11.142 11.199 -2.487 -0.4 0.8 -0.2
H -13.709 10.318 -7.321 0.8 0.2 0.4
H -14.935 11.433 -6.868 0.0 0.2 0.6
H -14.976 9.734 -6.357 0.0 0.2 0.8
C -9.254 13.833 6.465 -0.7 -0.9 1.7
C -10.104 12.599 6.108 1.0 -0.5 -2.0
O -10.353 11.665 7.143 -0.6 -0.5 1.5
C -11.100 10.547 6.940 -1.1 -0.4 0.7
O -11.582 9.928 7.893 1.3 1.3 -2.8
O -11.232 10.283 5.587 0.1 0.1 1.9
C -12.228 9.347 5.158 -0.2 -1.3 -0.1
H -9.427 14.672 5.791 0.3 -0.4 -0.2
H -8.217 13.520 6.585 0.1 0.3 -0.5
H -9.507 14.183 7.466 -0.3 0.2 0.1
H -9.472 12.012 5.442 -0.3 0.3 -0.8
H -11.032 12.836 5.588 0.0 0.2 0.2
H -12.420 8.475 5.783 0.1 0.6 1.2
H -11.832 8.764 4.326 0.0 1.0 -0.7
H -13.173 9.853 4.959 0.2 0.0 -0.2
C -17.686 5.770 9.921 0.6 -0.1 0.5
C -18.391 4.467 9.636 -0.6 -0.2 0.1
O -19.624 4.311 10.343 -1.3 -0.5 -0.4
C -19.675 4.062 11.647 -4.2 1.7 0.3
O -20.780 4.018 12.227 3.2 -0.5 -0.9
O -18.487 4.123 12.155 2.2 -0.6 0.4
C -18.273 4.325 13.540 -1.0 0.3 0.5
H -17.203 6.074 8.992 0.5 0.1 0.4
H -17.025 5.606 10.772 0.6 0.2 -0.4
H -18.275 6.618 10.269 -0.7 -0.3 -0.4
H -17.836 3.566 9.898 0.6 0.3 -0.4
H -18.672 4.440 8.583 -0.1 -0.2 0.1
H -17.228 4.136 13.784 -0.2 -0.3 -0.2
H -18.996 3.720 14.086 0.3 -0.1 0.2
H -18.493 5.370 13.755 0.0 0.1 0.1
```
Positions in Å, forces in eV/Å.

Results
Maximum force   0.2452 hartree/bohr
Energy above the lowest of the compared OMol25 structures with the same formula, charge and spin   1437.4 kJ/mol
Kohn-Sham gap   0.05986 hartree
Charge   -2

Atomic partial charges in e from the Löwdin method, atoms 1 to 99: atom 1 (Ca): 1.895, atom 2 (N): -0.309, atom 3 (S): 0.433, atom 4 (O): -0.271, atom 5 (O): -0.313, atom 6 (F): -0.261, atom 7 (S): 0.546, atom 8 (O): -0.262, atom 9 (O): -0.277, atom 10 (F): -0.243, atom 11 (N): -0.250, atom 12 (S): 0.601, atom 13 (O): -0.308, atom 14 (O): -0.307, atom 15 (F): -0.245, atom 16 (S): 0.390, atom 17 (O): -0.332, atom 18 (O): -0.299, atom 19 (F): -0.249, atom 20 (N): -0.308, atom 21 (S): 0.606, atom 22 (O): -0.274, atom 23 (O): -0.323, atom 24 (F): -0.218, atom 25 (S): 0.358, atom 26 (O): -0.274, atom 27 (O): -0.260, atom 28 (F): -0.258, atom 29 (N): -0.258, atom 30 (S): 0.616, atom 31 (O): -0.286, atom 32 (O): -0.374, atom 33 (F): -0.281, atom 34 (S): 0.414, atom 35 (O): -0.319, atom 36 (O): -0.312, atom 37 (F): -0.188, atom 38 (C): 0.003, atom 39 (C): -0.254, atom 40 (C): -0.107, atom 41 (O): 0.079, atom 42 (C): -0.591, atom 43 (O): 0.106, atom 44 (O): 0.110, atom 45 (H): 0.080, atom 46 (H): 0.086, atom 47 (H): 0.078, atom 48 (H): 0.146, atom 49 (H): 0.130, atom 50 (H): 0.134, atom 51 (C): -0.067, atom 52 (O): 0.001, atom 53 (C): -0.530, atom 54 (O): 0.140, atom 55 (O): -0.029, atom 56 (C): -0.078, atom 57 (H): 0.092, atom 58 (H): 0.085, atom 59 (H): 0.091, atom 60 (H): 0.109, atom 61 (H): 0.086, atom 62 (H): 0.099, atom 63 (C): -0.042, atom 64 (O): 0.013, atom 65 (C): -0.529, atom 66 (O): 0.051, atom 67 (O): -0.020, atom 68 (C): -0.030, atom 69 (H): 0.091, atom 70 (H): 0.100, atom 71 (H): 0.095, atom 72 (H): 0.087, atom 73 (H): 0.090, atom 74 (H): 0.094, atom 75 (C): -0.058, atom 76 (C): -0.228, atom 77 (O): 0.014, atom 78 (C): -0.501, atom 79 (O): 0.098, atom 80 (O): -0.039, atom 81 (C): -0.040, atom 82 (H): 0.078, atom 83 (H): 0.072, atom 84 (H): 0.069, atom 85 (H): 0.116, atom 86 (H): 0.129, atom 87 (H): 0.089, atom 88 (H): 0.095, atom 89 (H): 0.105, atom 90 (C): -0.059, atom 91 (C): -0.203, atom 92 (O): 0.027, atom 93 (C): -0.600, atom 94 (O): 0.082, atom 95 (O): -0.027, atom 96 (C): -0.014, atom 97 (H): 0.085, atom 98 (H): 0.070, atom 99 (H): 0.089

Record 2
C18H35Cl16N3OP2S | ωB97M-V with the def2-TZVPD basis set

```
76
Properties=species:S:1:pos:R:3:forces:R:3
C -1.890 -0.484 3.730 0.4 -0.2 0.5
C -0.496 -1.120 4.072 -1.2 0.0 -0.6
C -0.174 -2.184 2.954 0.9 0.2 1.0
C 1.304 -2.075 2.395 -0.8 -1.0 -0.6
C 1.390 -2.224 0.818 1.0 0.0 1.0
C 1.819 -0.917 0.085 -0.2 -1.1 -0.5
C 0.758 0.229 0.084 -1.5 -0.2 0.1
C -0.655 -0.354 -0.049 4.9 1.7 0.3
N -1.623 -0.916 -0.132 -3.3 -1.7 -0.3
P 0.987 1.273 -1.480 1.0 0.0 -0.3
S 2.835 1.755 -1.829 0.0 0.2 0.3
C 0.728 1.111 1.381 -0.9 0.0 0.4
C -0.529 1.977 1.355 4.6 -2.9 0.3
N -1.428 2.633 1.491 -3.1 2.3 0.2
P 2.180 2.333 1.566 0.6 2.3 -1.1
N 2.022 2.874 3.234 0.1 -2.0 -0.4
O 3.639 1.536 1.560 -1.0 -0.5 0.8
H -2.268 0.097 4.598 0.1 -0.2 -0.6
H -1.869 0.150 2.820 0.0 -0.3 0.5
H -2.584 -1.330 3.541 0.2 0.6 0.1
H 0.304 -0.356 4.184 -0.4 -0.4 -0.2
H -0.618 -1.585 5.074 0.3 0.1 -0.7
H -0.936 -2.184 2.146 0.5 0.3 0.4
H -0.285 -3.174 3.447 0.1 0.5 -0.5
H 1.857 -2.933 2.835 -0.4 0.9 -0.6
H 1.839 -1.168 2.749 -0.4 -0.4 -0.2
H 2.218 -2.952 0.653 -0.5 0.5 -0.2
H 0.481 -2.703 0.411 0.4 0.5 0.1
H 2.025 -1.189 -0.978 -0.1 0.3 0.6
H 2.799 -0.617 0.504 -0.7 0.3 -0.2
H 0.542 0.470 -2.572 -0.4 0.1 0.7
H 0.077 2.355 -1.372 0.0 -0.5 0.1
H 0.663 0.512 2.314 -0.2 -0.1 -0.8
H 1.172 2.433 3.611 0.2 0.5 0.1
H 2.770 2.432 3.787 -0.1 0.3 -0.1
H 3.989 1.450 0.656 -0.3 0.3 0.1
C 4.012 -2.441 5.630 0.1 -0.1 0.0
Cl 3.375 -0.830 5.987 0.0 0.0 0.0
Cl 2.780 -3.469 4.890 0.3 -0.3 0.5
H 4.847 -2.343 4.943 -0.1 0.0 0.0
H 4.345 -2.900 6.555 -0.1 0.1 0.0
C -4.127 2.742 -0.807 0.1 0.0 0.2
Cl -3.194 1.497 -1.644 0.0 0.0 0.0
Cl -5.028 3.748 -1.951 -0.1 0.1 0.1
H -4.830 2.260 -0.134 0.0 0.0 -0.1
H -3.447 3.372 -0.243 0.0 0.0 -0.1
C 4.345 0.088 -4.991 0.0 0.2 0.1
Cl 2.684 0.571 -5.363 0.0 0.0 -0.1
Cl 4.430 -0.830 -3.482 0.2 -0.1 -0.1
H 4.716 -0.528 -5.798 -0.2 0.0 0.1
H 4.956 0.980 -4.892 -0.1 0.0 0.1
C -1.328 -5.475 1.578 -0.1 0.0 -0.1
Cl -2.268 -5.172 3.044 -0.1 -0.1 -0.1
Cl 0.412 -5.365 1.884 0.0 -0.2 -0.1
H -1.557 -6.472 1.216 0.1 0.0 0.1
H -1.599 -4.737 0.828 0.1 0.1 0.1
C -4.226 4.359 -5.492 0.0 0.1 0.1
Cl -5.762 4.304 -6.364 0.0 0.0 0.0
Cl -3.012 3.324 -6.257 0.1 0.0 0.1
H -3.861 5.381 -5.483 0.0 -0.1 -0.1
H -4.391 4.013 -4.477 0.0 -0.1 -0.1
C -2.723 4.994 4.269 0.0 -0.2 -0.1
Cl -3.648 6.346 3.604 -0.1 -0.1 -0.1
Cl -1.546 5.545 5.468 0.0 -0.1 0.0
H -3.409 4.299 4.744 0.0 0.1 0.0
H -2.195 4.498 3.459 0.0 0.1 0.0
C 5.357 -4.027 -6.545 0.0 -0.2 -0.1
Cl 6.117 -2.497 -6.087 0.3 -0.3 -0.1
Cl 3.607 -3.971 -6.308 0.0 0.0 0.0
H 5.564 -4.222 -7.592 -0.1 0.1 0.0
H 5.770 -4.820 -5.930 -0.1 0.1 0.1
C -5.617 0.677 -5.543 0.0 0.1 0.1
Cl -7.339 0.584 -5.937 0.0 0.1 0.0
Cl -4.763 -0.797 -6.018 0.1 0.0 0.0
H -5.183 1.519 -6.072 -0.1 -0.1 -0.1
H -5.509 0.815 -4.471 -0.1 -0.1 0.0
```
Positions in Å, forces in eV/Å.

Results
SMILES string   CCCCCC[C@](C#N)([PH2]=S)[C@H](C#N)P(N)O.ClCCl.ClCCl.ClCCl.ClCCl.ClCCl.ClCCl.ClCCl.ClCCl
Maximum force   0.1063 hartree/bohr
Kohn-Sham gap   0.32102 hartree
Charge   0

Now the Löwdin charges, all in e: atom 1 (C): -0.109, atom 2 (C): -0.243, atom 3 (C): -0.230, atom 4 (C): -0.235, atom 5 (C): -0.198, atom 6 (C): -0.191, atom 7 (C): -0.546, atom 8 (C): -0.282, atom 9 (N): 0.197, atom 10 (P): 0.433, atom 11 (S): 0.153, atom 12 (C): -0.391, atom 13 (C): -0.288, atom 14 (N): 0.205, atom 15 (P): 0.842, atom 16 (N): -0.161, atom 17 (O): -0.330, atom 18 (H): 0.070, atom 19 (H): 0.041, atom 20 (H): 0.076, atom 21 (H): 0.076, atom 22 (H): 0.105, atom 23 (H): 0.081, atom 24 (H): 0.045, atom 25 (H): -0.013, atom 26 (H): 0.093, atom 27 (H): 0.108, atom 28 (H): 0.087, atom 29 (H): 0.104, atom 30 (H): 0.108, atom 31 (H): 0.011, atom 32 (H): -0.002, atom 33 (H): 0.083, atom 34 (H): 0.022, atom 35 (H): 0.034, atom 36 (H): 0.000, atom 37 (C): -0.993, atom 38 (Cl): 0.502, atom 39 (Cl): 0.584, atom 40 (H): 0.029, atom 41 (H): 0.026, atom 42 (C): -1.008, atom 43 (Cl): 0.513, atom 44 (Cl): 0.537, atom 45 (H): 0.031, atom 46 (H): 0.004, atom 47 (C): -1.041, atom 48 (Cl): 0.486, atom 49 (Cl): 0.455, atom 50 (H): -0.063, atom 51 (H): 0.032, atom 52 (C): -0.986, atom 53 (Cl): 0.527, atom 54 (Cl): 0.568, atom 55 (H): 0.025, atom 56 (H): 0.028, atom 57 (C): -1.019, atom 58 (Cl): 0.522, atom 59 (Cl): 0.518, atom 60 (H): 0.028, atom 61 (H): -0.051, atom 62 (C): -1.039, atom 63 (Cl): 0.495, atom 64 (Cl): 0.492, atom 65 (H): 0.024, atom 66 (H): -0.007, atom 67 (C): -1.000, atom 68 (Cl): 0.546, atom 69 (Cl): 0.513, atom 70 (H): 0.026, atom 71 (H): 0.027, atom 72 (C): -1.052, atom 73 (Cl): 0.498, atom 74 (Cl): 0.500, atom 75 (H): -0.049, atom 76 (H): 0.019

Record 3
C18H35CoN4PS | ωB97M-V with the def2-TZVPD basis set

```
60
Properties=species:S:1:pos:R:3:forces:R:3
Co -0.684 0.605 -0.233 -0.7 0.5 0.6
N -0.852 2.908 0.213 0.2 0.0 -0.1
N -1.821 3.307 1.156 -0.6 0.2 0.0
C -2.928 2.505 1.332 0.0 0.1 0.0
N -3.954 3.095 2.014 0.5 0.0 -0.1
S -3.058 0.960 0.745 0.2 0.1 -0.1
H 0.028 3.364 0.440 -0.2 -0.2 0.0
H -1.116 3.136 -0.751 -0.1 0.0 0.3
H -2.025 4.306 1.198 0.1 -0.3 -0.1
H -3.758 3.848 2.656 0.0 0.0 -0.1
H -4.721 2.491 2.260 0.0 0.0 0.0
C -3.102 1.410 -3.045 0.1 -0.2 0.0
C -2.235 0.451 -3.802 0.4 -0.1 0.4
C -2.516 0.119 -5.107 0.0 -0.2 -0.3
C -1.724 -0.768 -5.824 -0.1 0.0 -0.2
C -0.616 -1.327 -5.207 -0.3 0.1 -0.3
C -0.285 -1.018 -3.909 -0.1 0.2 0.4
C 0.930 -1.625 -3.288 -0.2 0.1 0.0
C -1.089 -0.111 -3.138 -0.5 -0.4 -2.2
N -0.791 0.203 -1.906 0.5 0.1 1.0
H -3.987 1.681 -3.618 0.0 0.0 0.0
H -2.540 2.318 -2.815 0.0 0.2 0.1
H -3.409 0.967 -2.098 -0.1 0.1 0.1
H -3.382 0.561 -5.586 -0.1 0.1 0.0
H -1.965 -1.014 -6.848 0.0 0.0 -0.1
H 0.006 -2.024 -5.757 0.1 0.0 0.0
H 1.540 -2.115 -4.043 0.1 -0.1 0.0
H 0.647 -2.364 -2.539 0.1 -0.1 0.2
H 1.510 -0.852 -2.795 0.2 0.0 0.1
C 2.679 1.699 1.448 -0.1 0.0 0.1
C 2.086 0.556 2.271 -0.3 0.0 -0.3
C 3.198 -0.270 2.907 -0.2 0.0 0.1
P 0.777 -0.364 1.274 0.8 -0.9 1.0
C 1.602 -1.769 0.337 -0.2 0.2 -0.1
C 2.054 -3.049 1.033 -0.1 0.2 0.0
C 2.749 -1.180 -0.482 -0.2 0.1 0.0
C -0.263 -1.130 2.643 -0.2 0.2 -0.4
C 0.298 -2.091 3.692 0.0 0.0 -0.3
C -0.955 0.027 3.374 -0.1 0.0 -0.1
H 3.206 2.398 2.096 0.1 0.1 0.0
H 1.894 2.235 0.917 0.0 0.1 -0.1
H 3.385 1.324 0.713 0.1 0.0 -0.1
H 1.489 1.008 3.074 0.0 -0.1 -0.1
H 3.950 -0.538 2.170 0.1 -0.1 0.0
H 2.816 -1.178 3.361 0.1 -0.1 0.1
H 3.691 0.314 3.684 0.1 0.0 0.0
H 0.796 -2.037 -0.361 0.2 0.1 0.1
H 2.687 -2.849 1.892 0.1 -0.1 0.1
H 2.634 -3.638 0.322 0.0 -0.1 0.0
H 1.200 -3.650 1.336 0.0 -0.1 0.1
H 3.627 -1.009 0.137 0.1 0.0 0.1
H 2.446 -0.235 -0.932 0.1 0.0 -0.1
H 3.034 -1.869 -1.274 0.0 0.0 -0.1
H -1.025 -1.670 2.063 0.1 0.1 0.1
H 0.962 -1.580 4.384 0.1 0.1 0.1
H 0.823 -2.937 3.265 0.1 -0.1 0.0
H -0.538 -2.484 4.273 0.0 0.0 0.1
H -0.347 0.399 4.196 0.1 0.0 0.1
H -1.904 -0.306 3.783 -0.2 0.0 0.1
H -1.154 0.855 2.697 -0.1 0.1 0.1
```
Positions in Å, forces in eV/Å.

Results
Multiplicity   4
Maximum force   0.0446 hartree/bohr
Energy above the lowest of the compared OMol25 structures with the same formula, charge and spin   21.4 kJ/mol
Kohn-Sham gap (spin up / spin down)   0.19804 / 0.20478 hartree
Charge   0
Expectation value of S²   3.792

Now the Löwdin charges, all in e: atom 1 (Co): 0.200, atom 2 (N): -0.007, atom 3 (N): -0.075, atom 4 (C): -0.844, atom 5 (N): 0.082, atom 6 (S): 0.745, atom 7 (H): 0.090, atom 8 (H): 0.100, atom 9 (H): 0.145, atom 10 (H): 0.103, atom 11 (H): 0.089, atom 12 (C): -0.082, atom 13 (C): -0.237, atom 14 (C): -0.093, atom 15 (C): -0.128, atom 16 (C): -0.093, atom 17 (C): -0.235, atom 18 (C): -0.072, atom 19 (C): -0.364, atom 20 (N): -0.072, atom 21 (H): 0.069, atom 22 (H): 0.062, atom 23 (H): 0.024, atom 24 (H): 0.097, atom 25 (H): 0.082, atom 26 (H): 0.098, atom 27 (H): 0.073, atom 28 (H): 0.072, atom 29 (H): 0.048, atom 30 (C): -0.125, atom 31 (C): -0.515, atom 32 (C): -0.103, atom 33 (P): 1.026, atom 34 (C): -0.522, atom 35 (C): -0.108, atom 36 (C): -0.139, atom 37 (C): -0.520, atom 38 (C): -0.107, atom 39 (C): -0.165, atom 40 (H): 0.079, atom 41 (H): 0.038, atom 42 (H): 0.067, atom 43 (H): 0.094, atom 44 (H): 0.067, atom 45 (H): 0.047, atom 46 (H): 0.082, atom 47 (H): 0.074, atom 48 (H): 0.060, atom 49 (H): 0.081, atom 50 (H): 0.069, atom 51 (H): 0.061, atom 52 (H): 0.056, atom 53 (H): 0.078, atom 54 (H): 0.104, atom 55 (H): 0.068, atom 56 (H): 0.046, atom 57 (H): 0.083, atom 58 (H): 0.072, atom 59 (H): 0.079, atom 60 (H): 0.001